(1)
Below is the molecule C2H2N4O2 at a distorted geometry, with properties calculated with wB97M-V/def2-TZVPD.

```
10
Properties=species:S:1:pos:R:3:forces:R:3
C -1.773 -0.821 0.913 2.476 4.469 -0.436
N -0.433 -0.533 0.903 -3.524 -2.340 0.232
N 0.320 -0.154 -0.132 -4.203 -0.479 -1.713
O -0.130 0.282 -1.422 -1.126 -0.982 -0.389
N 1.038 0.848 -2.046 -2.589 0.205 -0.004
N 1.861 0.989 -1.198 3.017 0.288 -1.056
C 1.539 0.317 -0.017 -1.979 1.397 -2.851
O 2.170 0.300 0.909 5.564 -0.364 7.006
H -2.187 -1.217 1.986 1.063 1.146 -3.065
H -2.405 -0.011 0.104 1.302 -3.339 2.275
```
Forces are in eV/Å.

Results
E   -446.6722 Eh
SMILES string   C=Nn1onnc1=O
Gap between HOMO and LUMO   8.959 eV
Energy relative to the best compared isomer or geometry (same formula, charge and spin)   789.1 kJ/mol

(2)
Below is a cluster of 2 separate species, C2H2N4O2 in total at a distorted geometry, with properties calculated with wB97M-V/def2-TZVPD.

```
10
Properties=species:S:1:pos:R:3:forces:R:3
C -0.990 1.148 -0.277 1.799 -3.041 2.013
C -1.034 -0.248 0.010 1.952 1.405 0.401
N 0.925 0.707 0.525 -0.733 1.251 2.021
N -1.892 -1.159 -0.118 0.487 -1.692 -0.483
N 2.913 -1.169 -0.023 -0.252 1.408 -0.044
N 0.175 1.637 0.114 -0.295 1.777 -1.211
O 2.738 -0.029 -0.058 2.640 -2.272 -0.845
O 0.291 -0.440 0.526 -1.561 -2.072 -0.470
H -1.766 1.612 -0.671 -3.049 2.625 -1.689
H -1.361 -2.060 -0.028 -0.988 0.611 0.307
```
Forces are in eV/Å.

Results
E   -446.6883 Eh
Gap between HOMO and LUMO (spin up / spin down)   9.784 / 6.225 eV
Energy relative to the best compared isomer or geometry (same formula, charge and spin)   746.7 kJ/mol

(3)
Below is the molecule C2H2N4O2 at a distorted geometry, with properties calculated with wB97M-V/def2-TZVPD.

```
10
Properties=species:S:1:pos:R:3:forces:R:3
N 2.061 0.495 0.072 0.863 2.446 2.430
C 0.865 0.030 -0.132 -1.227 -1.898 -0.099
N 0.689 -1.129 -0.811 1.381 2.280 1.298
N -0.562 -1.496 -0.955 -1.258 -0.792 -1.267
N -1.598 -1.076 -0.559 0.301 0.055 0.852
O -1.419 0.119 0.510 1.185 1.093 0.066
C -0.257 0.800 0.563 -2.179 0.020 -0.682
O -0.171 1.912 1.052 0.807 -1.524 -0.354
H 2.875 -0.075 -0.152 -0.292 0.406 0.113
H 2.067 1.289 0.843 0.418 -2.085 -2.358
```
Forces are in eV/Å.

Results
E   -446.8175 Eh
SMILES string   Nc1nnnoc1=O
Gap between HOMO and LUMO   9.641 eV
Energy relative to the best compared isomer or geometry (same formula, charge and spin)   407.6 kJ/mol

Question: Look up the E of the second one.
Answer: -446.6883 Eh